# 1
Molecular formula: C3H4N2O
Method: DFT, wB97M-V/def2-TZVPD

Cartesian coordinates (Å):
C: 1.810 0.057 -0.641
N: 2.500 0.801 -1.201
O: 3.234 1.559 -1.787
H: 1.071 -0.523 -0.108
C: -2.167 0.854 0.178
C: -1.492 -0.087 0.506
N: -0.667 -1.127 0.844
H: -2.775 1.683 -0.105
H: -0.984 -2.014 0.469
H: -0.529 -1.203 1.846

Computed properties:
E_HOMO: -9.634 eV
total charge: 0
maximum force: 0.84 eV Å⁻¹
ΔE to the lowest compared entry with this formula, charge and spin: 5.489 eV
SMILES string: C#[N+][O-].C#CN

# 2
Molecular formula: C20H42Cl12N3O4Pd
Method: DFT, wB97M-V/def2-TZVPD

Cartesian coordinates (Å):
Pd: 2.310 -4.359 -1.289
C: 1.542 0.720 -0.210
C: 0.337 -0.099 -0.630
O: 0.706 -1.323 -1.363
H: 1.272 1.762 -0.038
H: 2.331 0.790 -0.958
H: 2.053 0.341 0.676
H: -0.491 0.399 -1.135
H: -0.148 -0.405 0.297
Cl: 0.217 -0.870 -7.867
C: -0.563 -0.069 -6.401
C: -1.601 -0.917 -5.600
Cl: -2.491 -2.009 -6.632
H: -1.008 0.800 -6.884
H: 0.226 0.309 -5.750
H: -2.278 -0.231 -5.091
H: -1.062 -1.558 -4.903
Cl: 2.166 7.496 3.158
C: 2.423 5.857 3.895
C: 1.895 5.690 5.355
Cl: 2.578 4.186 6.037
H: 3.503 5.715 3.878
H: 2.050 5.115 3.188
H: 0.816 5.841 5.388
H: 2.319 6.499 5.950
Cl: 6.313 0.504 4.804
C: 4.994 -0.006 3.705
C: 4.114 -1.138 4.250
Cl: 3.447 -0.650 5.870
H: 5.397 -0.217 2.714
H: 4.519 0.974 3.652
H: 4.852 -1.893 4.523
H: 3.479 -1.661 3.534
Cl: -3.798 -0.584 7.211
C: -2.520 -0.869 5.998
C: -2.757 -0.399 4.609
Cl: -2.458 1.244 4.592
H: -2.401 -1.951 5.929
H: -1.596 -0.469 6.414
H: -3.762 -0.647 4.268
H: -1.996 -0.854 3.976
C: 5.773 -3.035 -4.616
O: 4.902 -2.936 -3.755
N: 6.223 -2.010 -5.289
C: 7.169 -1.963 -6.413
C: 5.615 -0.683 -4.974
H: 6.267 -3.982 -4.883
H: 8.014 -1.301 -6.225
H: 6.830 -1.659 -7.404
H: 7.608 -2.955 -6.518
H: 4.690 -0.725 -5.549
H: 5.413 -0.571 -3.909
H: 6.265 0.125 -5.311
C: -1.339 -5.154 2.110
O: -0.560 -4.949 1.198
N: -2.648 -4.808 2.249
C: -3.506 -5.165 3.370
C: -3.387 -3.970 1.307
H: -1.093 -5.905 2.877
H: -2.893 -5.607 4.155
H: -4.217 -5.963 3.154
H: -4.194 -4.397 3.724
H: -2.717 -3.809 0.463
H: -4.225 -4.492 0.844
H: -3.658 -3.021 1.771
C: -7.822 1.332 -1.223
O: -8.693 0.467 -0.948
N: -6.832 1.740 -0.391
C: -6.728 1.110 1.006
C: -5.792 2.556 -0.896
H: -7.875 1.922 -2.151
H: -5.944 0.355 0.959
H: -7.641 0.547 1.201
H: -6.560 1.789 1.842
H: -4.801 2.188 -0.631
H: -5.760 2.674 -1.979
H: -5.893 3.619 -0.677
C: 1.011 5.522 -3.547
Cl: 1.244 6.266 -5.147
Cl: 0.635 6.831 -2.328
Cl: -0.287 4.317 -3.615
Cl: 2.482 4.637 -2.971

Computed properties:
spin multiplicity: 3
E_HOMO (spin up / spin down): -10.886 / -10.886 eV
total charge: +1
maximum force: 3.70 eV Å⁻¹

Look up the maximum force of the first one.
0.84 eV Å⁻¹

maximum force of number 1 (C3H4N2O)?
0.84 eV Å⁻¹